(1)
The following is a DFT calculation (ωB97M-V with the def2-TZVPD basis set) of 3 unconnected molecules or ions with the total composition C5H16O2 in a non-equilibrium geometry.

Atoms and positions in Å:
C  -3.00  -1.32  1.12
C  -2.26  -0.14  0.44
C  -0.84  0.41  0.90
C  -0.25  1.61  0.10
C  0.12  -0.87  0.96
H  -2.42  -2.22  1.15
H  -3.13  -1.03  2.15
H  -3.99  -1.41  0.61
H  -2.18  -0.34  -0.57
H  -2.82  0.86  0.60
H  -0.90  0.73  2.02
H  0.88  1.64  0.26
H  -0.79  2.64  0.30
H  -0.29  1.61  -1.01
H  -0.14  -1.70  1.60
H  1.12  -0.47  1.30
H  0.18  -1.32  -0.02
O  2.00  0.47  -2.80
H  2.84  0.07  -2.48
H  1.86  -0.04  -3.61
O  4.64  -0.08  -0.89
H  4.35  0.77  -0.45
H  5.03  0.14  -1.70

Charge ... 0
Relative energy (zero: lowest compared OMol25 entry of this formula, charge and spin) ... 136.5 kJ/mol
Kohn-Sham gap ... 10.67 eV
2S+1 ... 1

(2)
The following is a DFT calculation (ωB97M-V with the def2-TZVPD basis set) of 3 unconnected molecules or ions with the total composition C5H16O3 in a non-equilibrium geometry.

Atoms and positions in Å:
C  0.95  -1.77  -1.28
C  0.22  -0.65  -0.61
C  -0.30  -1.11  0.85
C  -1.10  -0.41  -1.48
C  -1.84  0.95  -1.09
O  -1.31  2.02  -0.37
H  1.05  -1.85  -2.33
H  1.89  -1.78  -0.81
H  0.34  -2.65  -0.97
H  0.81  0.41  -0.53
H  -0.75  -2.02  0.79
H  -1.00  -0.30  1.24
H  0.49  -1.06  1.57
H  -0.79  -0.37  -2.53
H  -1.82  -1.13  -1.13
H  -2.23  1.43  -1.99
H  -2.63  0.77  -0.38
H  -0.69  1.61  0.37
O  0.04  1.72  2.65
H  0.76  2.38  2.46
H  -0.50  2.48  2.22
O  3.07  0.36  1.48
H  2.45  -0.25  0.88
H  2.89  1.23  1.01

Charge ... 0
Relative energy (zero: lowest compared OMol25 entry of this formula, charge and spin) ... 246.2 kJ/mol
Kohn-Sham gap ... 10.16 eV
2S+1 ... 1

Question: charge of number 2 (C5H16O3)?
Answer: 0

Question: Which value of relative energy (zero: lowest compared OMol25 entry of this formula, charge and spin) does entry 1 give?
Answer: 136.5 kJ/mol